8 unconnected molecules or ions with the total composition C27H57O25P. Source: OMol25; level of theory: ωB97M-V/def2-TZVPD.

XYZ file:
```
110
Properties=species:S:1:pos:R:3
C 0.0824 0.3621 -2.9164
O 0.9641 0.0453 -1.8042
C 1.0368 0.8416 -0.8125
O 0.3357 1.7975 -0.5009
O 2.0938 0.4720 -0.1414
C 2.2989 0.8226 1.2041
H -0.9469 0.5794 -2.6310
H 0.2779 -0.4542 -3.6118
H 0.3040 1.3299 -3.3663
H 1.3995 0.7616 1.8168
H 2.4862 1.8960 1.2329
H 3.1379 0.3583 1.7224
C 1.3731 -1.3522 4.3367
O 0.0094 -1.6346 4.3544
C -0.6353 -1.3821 5.4243
O -0.2551 -1.0533 6.5467
O -1.9802 -1.4795 5.0990
C -3.0419 -1.5643 6.0203
H 1.7335 -0.4046 3.9364
H 1.8835 -2.1098 3.7419
H 1.7471 -1.3637 5.3605
H -3.1008 -0.4886 6.1866
H -2.7189 -1.8599 7.0185
H -3.8952 -2.1281 5.6432
C 9.5914 0.6173 1.5580
O 8.4292 1.0907 2.1960
C 7.8326 2.1107 1.7244
O 8.2060 2.9493 1.0108
O 6.5501 2.1425 2.3771
C 5.5323 3.0014 1.7755
H 10.4324 1.3094 1.5167
H 9.5992 0.3287 0.5070
H 9.9341 -0.2586 2.1089
H 5.0809 2.6842 0.8354
H 5.8262 4.0476 1.6910
H 4.6622 3.0015 2.4321
C 3.5616 3.5989 -1.6689
O 4.1748 2.4426 -2.2307
C 3.5233 1.8005 -3.2002
O 2.6572 2.2425 -3.9665
O 4.1310 0.5902 -3.3135
C 3.9298 -0.2892 -4.4048
H 2.9657 4.0760 -2.4470
H 4.2419 4.4274 -1.4720
H 2.8026 3.3916 -0.9144
H 3.6753 -1.3030 -4.0956
H 4.7482 -0.5116 -5.0895
H 2.9647 0.0538 -4.7776
C -2.1875 -1.3095 -5.6076
O -2.6983 -0.0641 -5.2725
C -3.2768 0.7153 -6.1557
O -3.6670 0.4544 -7.2609
O -3.3532 1.8856 -5.6227
C -4.1964 2.9238 -6.1187
H -2.3226 -1.9578 -4.7418
H -1.1591 -1.1740 -5.9424
H -2.7972 -1.7297 -6.4075
H -4.5288 2.7184 -7.1362
H -3.6476 3.8216 -5.8342
H -5.0641 2.9442 -5.4592
C -3.9449 2.4831 -2.5992
O -5.3123 2.6076 -2.2665
C -5.8183 1.7835 -1.3798
O -5.3342 0.6782 -1.0169
O -7.1133 2.1842 -1.1624
C -8.0382 1.4137 -0.3393
H -3.6538 1.6418 -3.2281
H -3.3021 2.4582 -1.7192
H -3.8542 3.2742 -3.3436
H -7.4823 0.7573 0.3302
H -8.9355 1.0225 -0.8186
H -8.4567 2.1572 0.3391
C -1.6988 3.5159 5.9138
O -2.2318 2.5813 5.0010
C -1.6068 2.1142 3.9572
O -0.3713 2.1460 3.7660
O -2.3942 1.5697 3.1269
C -1.8498 1.1039 1.8923
H -2.5113 3.8730 6.5465
H -1.5631 4.4288 5.3338
H -0.7594 3.2676 6.4077
H -2.6232 0.8285 1.1752
H -1.1475 0.2724 1.8328
H -1.5109 2.0302 1.4284
C -2.3105 -5.8496 2.5764
C -0.9443 -5.5739 1.9693
O -1.0532 -4.7739 0.8109
P 0.0697 -3.6373 0.4689
O 0.6370 -2.8334 1.5896
O 1.2190 -4.4365 -0.3151
C 2.0298 -3.6167 -1.1147
C 3.3051 -3.0676 -0.2785
O -0.6919 -2.7839 -0.7368
C -1.7799 -2.0152 -0.4652
C -2.7722 -2.0269 -1.6837
H -2.7849 -6.5295 1.8687
H -2.2729 -6.1643 3.6193
H -2.8253 -4.8933 2.6682
H -0.2921 -5.1162 2.7131
H -0.4658 -6.5354 1.7833
H 2.3080 -4.1437 -2.0274
H 1.3806 -2.8195 -1.4770
H 3.9769 -3.8334 0.1091
H 3.8903 -2.3679 -0.8752
H 3.0185 -2.5280 0.6241
H -2.2558 -2.4230 0.4266
H -1.5633 -1.0060 -0.1151
H -2.3270 -1.5269 -2.5438
H -3.1106 -3.0511 -1.8404
H -3.6149 -1.4033 -1.3851
```

The calculation puts the HOMO energy (spin up / spin down) at -12.458 / -12.458 eV. Its total charge is +1. Its multiplicity is 2. The LUMO energy (spin up / spin down) comes out at -3.266 / -9.525 eV.


A molecular structure, C27H58EuNP3. Source: OMol25; level of theory: ωB97M-V/def2-TZVPD.

XYZ file:
```
90
Properties=species:S:1:pos:R:3
P -0.3520 4.1346 -4.0235
P 2.8132 1.6298 -3.4423
C 1.3991 3.9700 -4.5081
C 1.9037 2.5194 -4.7627
H 2.0626 4.5176 -3.8193
H 1.4603 4.5261 -5.4664
H 1.0964 1.8642 -5.1352
H 2.6428 2.5569 -5.5923
C 4.4044 2.5233 -3.3629
H 5.0330 2.0834 -2.5748
H 4.2134 3.5831 -3.1293
H 4.9107 2.4429 -4.3533
C 3.0996 -0.0310 -4.0835
H 4.0585 -0.0409 -4.6355
H 2.3126 -0.3378 -4.7838
H 3.1500 -0.7685 -3.2742
C -0.9219 5.8473 -3.8223
H -1.8762 5.8551 -3.2663
H -1.0911 6.3223 -4.7998
H -0.2047 6.4589 -3.2588
C -1.2843 3.5493 -5.4718
H -0.8238 2.6684 -5.9301
H -1.3221 4.3416 -6.2352
H -2.3141 3.2892 -5.1940
Eu -0.7335 -1.2349 -0.2596
C 2.1379 1.8107 -1.7789
C 2.2601 2.9100 -0.8410
C 1.4368 4.0773 -0.8336
C -0.0097 3.7542 -0.1666
C -1.0218 3.7806 -1.1763
C -0.8921 3.2966 -2.5597
C -0.4615 1.7231 -2.5877
C 0.6756 1.1352 -1.7427
C -2.7936 -0.0355 -0.0068
H 2.7720 1.0196 -1.2936
H 2.6870 2.6264 0.1203
H 1.2764 4.5021 -1.8480
H 1.8737 4.8958 -0.2238
H 0.0300 2.7649 0.3323
H -0.1898 4.5202 0.6101
H -2.0098 4.1378 -0.8810
H -1.9761 3.2934 -2.8370
H -0.2773 1.4105 -3.6243
H -1.4141 1.2031 -2.3128
H 0.4017 1.0613 -0.6717
H 0.8327 0.0864 -2.0686
H -3.7689 -0.5246 -0.1194
H -2.7386 0.8227 -0.6967
H -2.6713 0.3341 1.0287
C -3.3367 -1.7802 3.2640
C -2.4916 -3.0285 2.9602
C -2.7115 -4.0550 4.0792
C -3.0146 -3.6024 1.6344
P -0.6860 -2.5589 2.8209
N -0.5624 -1.2783 1.8982
C 0.0150 -2.1117 4.5182
C 0.3675 -3.3681 5.3353
C 1.2516 -1.2313 4.2670
C -0.9901 -1.2700 5.3202
C 0.3156 -3.9298 1.9910
C -0.0750 -5.3049 2.5617
C 0.1223 -3.9550 0.4464
C 1.8130 -3.6749 2.2402
H -4.3970 -2.0576 3.1647
H -3.1038 -0.9806 2.5529
H -3.1896 -1.4023 4.2785
H -3.7769 -4.3299 4.0621
H -2.1373 -4.9760 3.9337
H -2.4919 -3.6457 5.0717
H -3.0612 -2.8305 0.8486
H -2.4651 -4.4805 1.2775
H -4.0528 -3.9206 1.8181
H 1.1680 -3.9705 4.8914
H 0.7204 -3.0486 6.3274
H -0.5040 -4.0149 5.5054
H 1.0051 -0.4749 3.5123
H 1.5372 -0.7142 5.1928
H 2.1164 -1.8009 3.9184
H -1.3394 -0.4115 4.7329
H -1.8452 -1.8486 5.6876
H -0.4797 -0.8684 6.2085
H -1.0916 -5.6160 2.2901
H 0.6091 -6.0545 2.1347
H 0.0403 -5.3617 3.6518
H 0.7861 -3.2274 -0.0805
H 0.4546 -4.9453 0.0988
H -0.9266 -3.8603 0.1057
H 2.1112 -2.6579 1.9506
H 2.1121 -3.8550 3.2785
H 2.3886 -4.3728 1.6129
```

As for the relative energy (zero: lowest compared OMol25 entry of this formula, charge and spin): 120.5 kcal/mol. The calculation puts the HOMO energy (spin up / spin down) at -3.955 / -3.953 eV. Its multiplicity is 8. The LUMO energy (spin up / spin down) comes out at -0.220 / -0.284 eV.


A molecular structure, C27H58MnO4P2Si. Source: OMol25; level of theory: ωB97M-V/def2-TZVPD.

XYZ file:
```
93
Properties=species:S:1:pos:R:3
P 6.2284 1.0603 0.2747
P 6.0032 -1.6874 -1.0273
C 7.8268 0.0674 0.1534
C 7.7345 -0.9419 -0.9640
H 8.0285 -0.4053 1.1223
H 8.6500 0.7601 -0.0447
H 7.9695 -0.5003 -1.9407
H 8.4552 -1.7471 -0.7926
C 6.4760 -3.1236 0.0490
H 5.7043 -3.8977 -0.0225
H 6.5883 -2.8034 1.0913
H 7.4306 -3.5251 -0.3099
C 6.3444 -2.5153 -2.6415
H 7.2828 -3.0731 -2.5602
H 6.4412 -1.7525 -3.4228
H 5.5198 -3.1962 -2.8795
C 6.7454 1.8445 1.8608
H 6.0436 2.6475 2.1115
H 7.7544 2.2504 1.7396
H 6.7491 1.0868 2.6528
C 6.8686 2.4008 -0.8352
H 6.8975 2.0593 -1.8757
H 7.8839 2.6572 -0.5120
H 6.2255 3.2824 -0.7480
Mn 0.1649 0.1102 -0.1579
C 1.6054 -1.2976 -1.4372
C 1.6751 -1.8778 -0.1677
C 2.7157 -1.5363 0.8609
C 2.4982 -0.3212 1.8496
C 1.8253 0.9154 1.3534
C 1.9633 1.4483 0.0681
C 2.9451 0.9382 -0.9656
C 2.4848 -0.1879 -1.9483
C -1.0699 1.5489 0.5931
H 0.9039 -1.7378 -2.1595
H 0.9750 -2.6903 0.0687
H 3.6820 -1.3877 0.3787
H 2.8178 -2.4187 1.5012
H 1.9225 -0.6803 2.7145
H 3.4860 -0.0756 2.2499
H 1.2168 1.4692 2.0802
H 1.4390 2.3870 -0.1735
H 3.8814 0.6279 -0.4879
H 3.2187 1.7948 -1.5914
H 1.9412 0.2908 -2.7751
H 3.3919 -0.5924 -2.3975
H -1.7876 1.8022 -0.2089
H -0.4604 2.4096 0.9086
H -1.6179 1.1220 1.4552
C -2.8254 -3.4677 -3.1366
C -3.7316 -2.3014 -2.7414
C -3.1965 -1.0012 -3.3259
C -5.1576 -2.5810 -3.2277
O -3.7922 -2.2414 -1.2921
Si -2.9741 -1.2095 -0.2602
O -1.3915 -1.0970 -0.4682
O -3.7290 0.2479 -0.4111
C -5.0127 0.8112 -0.0382
C -4.7810 2.3088 0.1475
C -6.0177 0.5569 -1.1569
C -5.5347 0.1980 1.2543
O -3.4295 -1.8490 1.1951
C -2.8555 -2.4253 2.3912
C -1.3421 -2.5358 2.2917
C -3.2654 -1.5324 3.5627
C -3.4563 -3.8203 2.5657
H -2.8320 -3.5590 -4.2307
H -3.1937 -4.4086 -2.7069
H -1.7976 -3.2926 -2.7949
H -3.1807 -1.1042 -4.4237
H -3.8399 -0.1537 -3.0538
H -2.1834 -0.8028 -2.9588
H -5.5574 -3.4919 -2.7592
H -5.8277 -1.7419 -2.9997
H -5.1433 -2.7263 -4.3164
H -4.4066 2.7709 -0.7768
H -5.7243 2.7987 0.4155
H -4.0570 2.4992 0.9538
H -6.2228 -0.5182 -1.2474
H -6.9593 1.0705 -0.9130
H -5.6503 0.9491 -2.1166
H -5.6755 -0.8871 1.1502
H -4.8533 0.4023 2.0907
H -6.5096 0.6570 1.4894
H -0.8744 -1.5454 2.2082
H -0.9746 -3.0192 3.2084
H -1.0516 -3.1412 1.4253
H -4.3590 -1.4899 3.6530
H -2.8544 -1.9526 4.4881
H -2.8753 -0.5132 3.4331
H -4.5517 -3.7796 2.6194
H -3.1595 -4.4770 1.7383
H -3.0778 -4.2445 3.5030
```

As for the relative energy (zero: lowest compared OMol25 entry of this formula, charge and spin): 0.0 kcal/mol. The calculation puts the HOMO energy (spin up / spin down) at -5.899 / -7.803 eV. Its multiplicity is 6. The LUMO energy (spin up / spin down) comes out at 0.108 / -0.264 eV.